[1]
C29H38Cl2N3O3RuS as an isolated structure, computed with ωB97M-V/def2-TZVPD.

Structure (ORCA input):
```
! wB97M-V def2-TZVPD RIJCOSX def2/J DEFGRID3
* xyz 0 6
Cl 0.665 1.986 -0.461
H 1.325 2.295 -5.681
H 3.294 -0.666 0.575
S -0.380 -0.111 3.305
O 1.493 -1.108 -0.328
H 3.847 -2.290 4.625
C -1.435 1.798 -7.613
H -4.659 1.708 1.274
C -0.542 1.645 -6.542
H -1.701 2.477 -0.833
C 1.012 3.700 5.504
C 0.744 1.288 5.486
H -3.158 1.647 -1.450
C 1.209 2.453 6.107
H -1.880 -5.366 1.476
H -1.597 -0.095 -5.683
H 1.384 4.609 5.981
H 2.517 -0.443 3.634
H -3.240 2.606 0.069
H 3.955 2.089 -1.052
N 0.309 0.176 1.802
C -0.106 2.610 3.647
H -0.621 2.664 2.686
H -3.924 1.367 2.849
H 5.008 0.906 -1.874
C 0.778 3.487 -7.404
H -3.308 -4.913 0.535
C -0.906 -2.988 -0.299
Ru -0.449 0.004 -0.022
H -2.272 1.103 -7.702
C -2.610 1.947 -0.540
C 0.135 1.359 4.228
C 0.714 -3.547 5.130
H 4.714 0.763 -0.110
H -0.708 -4.784 -2.039
H -4.995 0.184 2.106
N 3.132 0.155 -1.313
C -1.309 -5.198 -1.220
H -1.978 2.960 -9.351
H -1.120 -2.567 4.482
H 2.692 -4.277 5.613
H 0.885 0.319 5.963
H 2.003 1.223 -2.740
Cl -1.069 -0.593 -2.132
H 3.277 0.164 -3.389
H -2.280 -5.532 -1.611
O -1.078 -2.068 0.545
O -0.184 0.588 -4.399
N -1.506 -4.175 -0.202
H -0.266 -2.848 -1.186
H 0.174 4.742 3.798
C -0.033 -2.521 4.552
C -2.264 0.750 0.276
H 1.736 2.382 7.061
C 4.268 1.032 -1.075
C -2.353 -4.551 0.921
C 2.628 -0.567 -0.308
C -0.156 3.683 -8.429
C 2.111 -3.467 5.172
H -0.028 4.500 -9.136
C 0.595 2.466 -6.472
C -0.791 0.639 -5.458
C 2.496 0.249 -2.627
C -3.071 0.219 1.221
H 0.197 -4.420 5.533
H -2.881 -0.801 1.554
C -1.256 2.823 -8.544
H 1.197 0.666 1.941
C 0.342 3.775 4.275
H 1.643 4.138 -7.322
H -0.789 -6.067 -0.793
C 2.759 -2.354 4.625
H -2.510 -3.695 1.576
C 0.628 -1.397 4.027
C -4.216 0.919 1.889
H 1.747 -0.537 -2.756
C 2.018 -1.313 4.057
*
```

LUMO energy (spin up / spin down) ... 0.14 / -1.05 eV
Energy above the lowest of the compared OMol25 structures with the same formula, charge and spin ... 100.1 kJ/mol
⟨S²⟩ ... 8.80


[2]
C29H38Cl6N5NaO3Si as an isolated structure, computed with ωB97M-V/def2-TZVPD.

Structure (ORCA input):
```
! wB97M-V def2-TZVPD RIJCOSX def2/J DEFGRID3
* xyz -2 1
C -4.196 1.912 2.164
H -5.166 4.580 0.301
H 0.822 -0.391 -1.226
C 0.182 4.778 -1.349
Cl -2.523 -5.253 -3.961
H 1.628 0.735 -2.076
C -3.116 1.370 1.410
H -0.576 -2.302 0.952
C -3.525 3.256 -0.129
C -0.007 3.369 -3.283
H -1.071 1.511 -2.976
C -0.959 -5.254 -3.199
C 3.483 -0.787 -0.986
H 2.959 -1.098 -3.038
Na -0.504 0.119 0.349
H -4.919 -2.197 1.911
C 0.031 -6.118 -3.666
N 0.333 -2.050 0.577
H 4.995 3.985 -2.453
H 3.455 -1.921 1.891
C 0.550 -4.410 -1.469
Cl -1.918 -3.302 -1.565
Cl 3.089 -5.340 -1.169
H 4.299 0.154 1.713
O 2.395 2.517 -1.153
C 2.452 -1.130 -2.068
C -2.149 -2.492 2.883
H 1.329 -3.039 2.189
C 2.418 1.119 2.071
H 0.544 -2.799 -0.099
C -0.546 3.868 -0.603
H 0.585 5.659 -0.866
H 1.041 5.238 -3.262
C 0.446 4.537 -2.692
N 1.305 -0.232 -2.104
H 0.669 2.166 1.916
C -2.787 2.163 0.270
H 2.168 0.444 2.895
H -5.729 3.376 2.421
C 4.378 3.102 -2.329
H 4.262 -1.570 -0.978
H -3.015 0.851 4.736
Si -3.067 -0.853 2.876
C 3.346 3.324 -1.211
H -2.233 -3.015 1.927
C 1.485 -5.284 -1.959
O -1.695 1.742 -0.504
H 5.000 2.248 -2.061
H -4.471 1.407 3.080
C 2.719 -1.864 1.070
C -4.603 3.714 0.623
Cl -0.282 -7.160 -5.017
O 3.621 4.261 -0.441
C 3.419 0.469 1.117
H -2.604 -3.134 3.644
N 1.193 1.498 1.359
C -2.910 -0.233 4.665
H 1.090 -1.299 2.377
C -4.915 3.035 1.791
H 2.092 -2.155 -1.932
C -0.657 -4.425 -2.125
N -2.460 0.219 1.712
H 1.480 2.003 0.509
H 3.966 0.153 -1.257
C 1.277 -6.134 -3.040
Cl 3.662 2.703 -3.937
C 1.324 -2.081 1.650
H 2.921 -2.703 0.396
Cl 2.515 -7.206 -3.629
H 3.744 1.246 0.428
H -0.751 4.038 0.446
C -4.877 -1.344 2.593
H -5.456 -0.538 2.141
H -3.248 3.770 -1.041
N 2.889 -0.625 0.332
C -1.005 2.714 -1.217
H 0.233 3.153 -4.317
H -3.664 -0.690 5.313
H -1.925 -0.489 5.065
C -0.741 2.448 -2.547
H -5.367 -1.633 3.527
H 2.931 1.985 2.510
H -1.092 -2.387 3.135
*
```

LUMO energy ... 3.71 eV